C20H38BBa3F4NO10 | ωB97M-V/def2-TZVPD

Results
Gap between HOMO and LUMO (alpha / beta)   0.1645 / 0.1634 hartree
LUMO level (alpha / beta)   -15.3358 / -15.3642 eV
<S²>   0.755

The geometry in ORCA input format:
```
! wB97M-V def2-TZVPD RIJCOSX def2/J DEFGRID3
* xyz 5 2
Ba -2.35 -0.98 3.89
Ba -2.75 3.39 3.63
Ba -4.07 2.08 -0.51
B -3.68 5.25 0.42
F -4.98 4.91 -0.06
F -2.87 4.24 -0.08
F -3.39 6.54 0.00
F -3.70 5.26 1.81
C 0.13 1.16 0.56
C -0.96 1.31 1.53
O -0.78 0.80 2.67
O -1.95 2.01 1.21
H -0.18 0.55 -0.29
H 1.11 0.77 0.83
H 0.31 2.13 0.09
C -0.52 -5.62 -2.31
C 0.84 -5.63 -2.65
C 1.62 -4.54 -2.36
C 1.07 -3.45 -1.79
C -0.33 -3.45 -1.49
C -1.11 -4.60 -1.65
N 1.89 -2.26 -1.53
O 1.33 -1.27 -1.09
O 3.06 -2.29 -1.71
H -1.09 -6.49 -2.59
H 1.48 -6.39 -3.07
H 2.66 -4.58 -2.63
H -0.79 -2.62 -0.97
H -2.04 -4.78 -1.15
C 5.03 3.18 1.22
O 5.10 2.29 0.11
C 3.91 2.23 -0.67
C 4.11 1.00 -1.64
O 4.75 1.50 -2.84
C 4.67 0.56 -3.85
H 4.82 4.20 0.90
H 6.00 3.16 1.70
H 4.33 2.95 2.02
H 3.74 3.19 -1.14
H 3.05 1.95 -0.07
H 3.10 0.75 -1.93
H 4.67 0.13 -1.30
H 3.71 0.52 -4.37
H 5.09 -0.39 -3.53
H 5.35 0.91 -4.62
C 0.60 -2.70 2.37
O -0.20 -2.53 3.54
C 0.66 -2.19 4.61
C -0.02 -2.46 5.87
O -1.27 -1.91 6.30
C -1.56 -2.29 7.67
H -0.17 -2.67 1.60
H 1.02 -3.71 2.38
H 1.30 -1.91 2.16
H 0.81 -1.11 4.59
H 1.55 -2.82 4.51
H 0.80 -2.36 6.57
H -0.22 -3.53 5.86
H -1.37 -3.34 7.88
H -2.62 -2.05 7.77
H -0.95 -1.73 8.38
C -4.36 4.49 -3.31
O -3.59 3.43 -2.84
C -3.02 2.56 -3.85
C -2.31 1.30 -3.36
O -3.03 0.50 -2.35
C -2.19 -0.74 -2.18
H -5.09 4.02 -3.97
H -3.65 5.01 -3.96
H -4.98 4.92 -2.53
H -2.29 3.13 -4.41
H -3.89 2.30 -4.46
H -1.40 1.52 -2.80
H -1.87 0.74 -4.19
H -1.12 -0.61 -2.03
H -2.29 -1.41 -3.03
H -2.66 -1.45 -1.49
*
```



CH3IN2O2 | ωB97M-V/def2-TZVPD

Results
ΔE to the lowest compared entry with this formula, charge and spin   4.4046 eV
Gap between HOMO and LUMO   0.2992 hartree
LUMO level   -1.3869 eV
Structure (SMILES)   CON(I)N=O

The geometry in ORCA input format:
```
! wB97M-V def2-TZVPD RIJCOSX def2/J DEFGRID3
* xyz 0 1
C 0.48 1.06 -0.70
O -0.14 -0.28 -0.70
N -0.66 -0.73 0.52
I -2.81 -0.89 0.77
N 0.11 -1.68 1.27
O 1.25 -1.75 0.96
H 0.98 1.27 -1.64
H 1.15 1.28 0.19
H -0.35 1.71 -0.68
*
```



For reference, calculated total energy by record: -56898.2196 -16256.0052 eV.
For reference, molar mass by record: 951.309 201.951 g mol⁻¹.